Below is C49H46BrInNO4P2S2 as an isolated structure, with properties calculated with ωB97M-V with the def2-TZVPD basis set.

Last column: Löwdin charge in e.
Positions of all 106 atoms, in Å:
1 In 14.097 15.664 12.631  0.94
2 Br 6.978 14.494 9.872  0.70
3 S 16.672 17.002 10.565  0.97
4 S 12.059 18.263 14.668  1.03
5 P 13.425 16.451 18.005  1.03
6 P 15.914 15.518 15.017  1.03
7 O 13.286 15.782 10.123  -0.05
8 O 12.986 17.452 13.680  -0.62
9 O 11.975 15.551 11.959  -0.14
10 O 15.805 17.071 11.858  -0.62
11 N 12.796 8.159 12.644  0.16
12 C 14.814 16.425 20.390  -0.12
13 C 12.522 12.971 13.096  -0.10
14 C 14.651 13.700 20.701  -0.08
15 C 14.094 15.710 19.446  -0.41
16 C 15.603 14.382 21.471  -0.04
17 C 18.575 12.444 15.177  -0.07
18 C 13.883 21.729 13.447  -0.06
19 C 14.531 11.184 12.629  -0.02
20 C 16.393 17.378 17.000  -0.07
21 C 13.805 13.473 12.913  -0.22
22 C 16.256 15.490 9.673  -0.21
23 C 10.811 15.521 18.192  -0.09
24 C 13.558 20.373 13.586  -0.07
25 C 11.094 15.136 9.690  -0.12
26 C 10.329 15.273 7.378  -0.04
27 C 10.710 18.423 13.492  -0.18
28 C 17.420 13.185 15.043  -0.11
29 C 15.572 15.796 21.335  -0.08
30 C 13.535 15.217 16.605  -0.36
31 C 12.782 19.861 14.689  -0.40
32 C 12.875 9.327 12.696  -0.16
33 C 13.212 10.722 12.755  -0.24
34 C 18.720 15.261 14.942  -0.05
35 C 15.863 18.192 9.532  -0.21
36 C 13.286 22.618 14.403  -0.07
37 C 9.024 15.030 7.839  -0.11
38 C 9.591 15.484 18.798  -0.08
39 C 12.205 11.613 12.940  -0.03
40 C 19.903 14.486 15.014  -0.06
41 C 16.819 19.759 16.621  -0.07
42 C 16.654 18.673 17.467  -0.07
43 C 8.769 14.785 9.150  -0.63
44 C 9.216 16.478 19.677  -0.06
45 C 14.791 12.522 12.727  -0.15
46 C 12.174 15.514 10.643  -0.51
47 C 19.817 13.100 15.070  -0.07
48 C 10.041 17.601 19.834  -0.08
49 C 9.800 14.828 10.047  -0.09
50 C 12.549 22.111 15.452  -0.09
51 C 13.897 14.310 19.697  -0.06
52 C 16.715 19.587 15.261  -0.10
53 C 12.301 20.767 15.588  -0.11
54 C 11.352 15.389 8.316  0.00
55 C 17.456 14.613 15.053  -0.34
56 C 11.278 17.635 19.260  -0.12
57 C 16.254 17.205 15.551  -0.34
58 C 11.703 16.563 18.485  -0.39
59 C 14.944 14.684 16.356  -0.36
60 C 16.464 18.342 14.745  -0.11
61 H 8.229 14.959 7.095  0.12
62 H 10.608 15.472 6.348  0.11
63 H 20.778 12.595 15.074  0.11
64 H 14.506 22.152 12.596  0.13
65 H 15.601 14.747 17.195  0.06
66 H 12.161 22.893 16.102  0.12
67 H 9.682 18.475 20.379  0.11
68 H 13.592 23.695 14.402  0.12
69 H 12.351 15.605 8.022  0.10
70 H 14.848 17.854 9.560  0.05
71 H 11.911 18.512 19.435  0.11
72 H 12.848 14.411 16.716  0.05
73 H 11.056 14.854 17.373  0.09
74 H 8.325 16.515 20.242  0.09
75 H 16.526 14.629 10.256  0.06
76 H 16.692 18.826 18.495  0.08
77 H 9.690 14.630 11.122  0.12
78 H 11.677 13.627 13.336  0.10
79 H 18.753 16.314 14.730  0.10
80 H 15.807 12.852 12.554  0.09
81 H 16.580 15.454 8.671  0.06
82 H 13.155 13.756 19.090  0.12
83 H 16.294 14.007 22.135  0.08
84 H 9.785 18.694 13.968  0.06
85 H 13.264 15.736 15.671  0.04
86 H 16.417 18.215 13.667  0.07
87 H 17.041 20.771 16.944  0.11
88 H 16.461 12.650 15.076  0.09
89 H 8.923 14.696 18.646  0.09
90 H 14.002 19.600 12.924  0.11
91 H 10.675 17.482 12.947  0.05
92 H 10.999 19.162 12.778  0.06
93 H 16.109 16.397 22.037  0.10
94 H 11.144 11.313 12.816  0.14
95 H 16.285 16.517 17.654  0.08
96 H 16.726 20.447 14.575  0.11
97 H 15.859 19.145 9.954  0.05
98 H 20.778 14.980 15.105  0.07
99 H 15.354 10.524 12.424  0.12
100 H 16.127 18.171 8.510  0.06
101 H 14.831 17.509 20.438  0.11
102 H 11.608 20.488 16.461  0.15
103 H 14.910 13.639 16.164  0.07
104 H 18.504 11.339 15.231  0.12
105 H 15.166 15.461 9.582  0.03
106 H 14.506 12.641 20.878  0.10

## Properties
HOMO energy (eV): -9.972
Energy relative to the best compared isomer or geometry (same formula, charge and spin) (kJ/mol): 174.8
2S+1: 1
HOMO-LUMO gap (eV): 7.14
Charge: +1

---

Below is a 14-piece molecular cluster, C38H112N20O14 overall, with properties calculated with ωB97M-V with the def2-TZVPD basis set.

Last column: Löwdin charge in e.
Positions of all 184 atoms, in Å:
1 O -26.584 10.572 -14.114  -0.19
2 O -21.958 -1.933 -13.220  -0.20
3 O -25.443 4.379 -6.461  -0.21
4 O -29.927 7.922 -15.833  -0.20
5 O -24.985 8.770 -9.707  -0.24
6 O -31.179 4.965 -10.006  -0.22
7 O -31.100 2.384 -13.436  0.04
8 O -26.490 4.612 -12.916  -0.22
9 O -27.192 0.889 -9.722  -0.03
10 O -21.183 2.384 -9.974  -0.02
11 O -23.101 7.165 -12.384  0.36
12 O -26.939 2.693 -15.988  0.03
13 O -29.935 -0.495 -11.461  0.02
14 O -19.698 4.564 -13.864  -0.18
15 N -30.827 7.273 -18.437  0.03
16 N -22.250 5.123 -8.198  0.05
17 N -20.319 0.418 -10.763  0.18
18 N -25.955 11.594 -16.920  0.04
19 N -28.730 5.971 -9.219  0.06
20 N -28.966 1.745 -13.208  0.19
21 N -21.967 9.547 -9.703  0.06
22 N -29.558 -2.758 -11.486  0.16
23 N -28.054 -1.495 -10.804  0.17
24 N -18.764 -2.736 -14.934  0.02
25 N -26.220 3.870 -17.677  0.19
26 N -29.507 3.090 -14.795  0.18
27 N -22.186 5.295 -11.592  0.29
28 N -25.617 4.438 -15.737  0.19
29 N -27.850 2.310 -8.003  0.19
30 N -20.944 4.127 -16.331  0.05
31 N -22.411 0.553 -10.504  0.16
32 N -24.916 2.451 -10.375  0.06
33 N -29.318 1.564 -9.376  0.20
34 N -23.230 6.590 -10.262  0.25
35 C -25.580 1.810 -12.557  -0.02
36 C -29.523 8.301 -9.720  -0.08
37 C -20.042 -3.085 -14.304  -0.43
38 C -30.724 6.756 -15.990  -0.18
39 C -20.790 -1.801 -14.071  -0.19
40 C -24.472 4.543 -7.525  -0.17
41 C -24.350 9.720 -8.826  -0.14
42 C -19.572 -3.887 -13.040  -0.06
43 C -22.651 2.748 -15.456  -0.05
44 C -26.168 11.868 -14.366  -0.22
45 C -22.887 -0.840 -13.360  -0.11
46 C -32.000 4.197 -10.825  -0.11
47 C -23.105 6.500 -6.517  -0.03
48 C -25.152 2.978 -11.662  -0.43
49 C -29.034 5.938 -17.735  -0.07
50 C -25.199 3.528 -5.273  -0.05
51 C -26.588 12.267 -15.769  -0.42
52 C -26.293 3.615 -16.445  -0.84
53 C -22.838 6.354 -11.464  -0.62
54 C -23.126 5.128 -7.068  -0.45
55 C -23.122 10.433 -9.578  -0.39
56 C -20.673 3.521 -14.076  -0.22
57 C -23.365 11.176 -10.908  -0.06
58 C -29.280 -1.506 -11.242  -0.74
59 C -29.823 8.376 -14.462  -0.07
60 C -21.280 1.199 -10.348  -0.73
61 C -26.063 8.082 -9.066  -0.09
62 C -30.524 6.263 -17.481  -0.41
63 C -30.686 6.177 -10.635  -0.14
64 C -28.019 1.563 -9.077  -0.66
65 C -18.906 4.419 -12.705  -0.12
66 C -29.947 2.392 -13.775  -0.78
67 C -28.078 12.394 -16.168  -0.05
68 C -27.483 5.636 -13.018  -0.09
69 C -26.185 4.146 -11.548  -0.12
70 C -29.869 6.869 -9.483  -0.41
71 C -21.714 3.906 -15.106  -0.44
72 C -26.588 10.142 -12.735  -0.08
73 H -22.119 4.127 -8.308  0.08
74 H -28.430 5.228 -12.662  0.07
75 H -27.711 -2.445 -10.829  0.11
76 H -30.402 5.957 -15.322  0.10
77 H -27.002 9.138 -12.644  0.07
78 H -25.625 4.275 -14.740  0.08
79 H -26.166 3.676 -4.792  0.09
80 H -23.372 10.524 -11.781  0.07
81 H -28.501 5.412 -16.943  0.05
82 H -29.918 2.301 -9.034  0.11
83 H -24.316 3.513 -12.113  0.12
84 H -18.833 -3.296 -12.499  0.07
85 H -31.745 7.048 -15.743  0.12
86 H -27.564 -0.655 -10.533  0.06
87 H -23.490 7.278 -7.175  0.05
88 H -29.057 5.016 -9.214  0.05
89 H -26.404 7.253 -9.685  0.06
90 H -28.457 6.009 -8.247  0.07
91 H -30.029 5.949 -11.474  0.10
92 H -23.431 -0.620 -12.441  0.05
93 H -28.500 3.134 -14.856  0.06
94 H -30.361 8.091 -18.072  0.07
95 H -22.068 6.777 -6.326  0.09
96 H -25.008 10.518 -8.481  0.12
97 H -28.638 2.743 -7.542  0.12
98 H -26.968 8.688 -9.015  0.07
99 H -28.992 -3.519 -11.139  0.11
100 H -24.816 3.268 -9.790  0.03
101 H -24.020 9.215 -7.918  0.10
102 H -24.893 0.965 -12.602  0.06
103 H -28.626 8.429 -10.325  0.05
104 H -21.906 8.945 -8.894  0.06
105 H -30.126 3.754 -15.240  0.10
106 H -31.165 5.410 -17.701  0.14
107 H -28.173 12.973 -17.087  0.08
108 H -21.927 4.730 -10.796  0.13
109 H -21.451 4.896 -16.743  0.07
110 H -18.370 -3.558 -15.369  0.07
111 H -21.081 -1.353 -15.021  0.13
112 H -32.821 4.836 -11.151  0.09
113 H -22.349 8.906 -10.384  0.03
114 H -22.806 11.276 -8.963  0.13
115 H -19.041 -4.794 -13.331  0.07
116 H -30.537 6.946 -8.626  0.13
117 H -26.625 12.436 -13.556  0.12
118 H -25.784 7.777 -8.057  0.09
119 H -27.186 10.799 -12.105  0.09
120 H -22.188 4.823 -14.754  0.12
121 H -23.628 -1.161 -14.092  0.09
122 H -22.983 5.923 -9.544  0.06
123 H -28.458 6.860 -17.813  0.07
124 H -28.866 5.425 -18.682  0.07
125 H -24.880 5.001 -16.136  0.12
126 H -26.306 10.647 -16.897  0.06
127 H -20.089 4.586 -16.052  0.07
128 H -21.193 3.194 -13.176  0.11
129 H -18.845 -2.137 -15.743  0.07
130 H -30.531 -2.936 -11.690  0.13
131 H -22.392 -0.439 -10.315  0.12
132 H -23.632 6.612 -5.569  0.10
133 H -23.175 1.135 -10.192  0.07
134 H -29.099 1.265 -12.330  0.07
135 H -26.724 3.263 -18.307  0.14
136 H -25.550 2.226 -13.564  0.06
137 H -25.093 11.973 -14.220  0.12
138 H -21.389 5.463 -7.795  0.11
139 H -28.535 11.407 -16.238  0.07
140 H -29.761 7.609 -13.689  0.06
141 H -30.239 9.006 -10.143  0.09
142 H -20.130 -1.159 -13.487  0.11
143 H -31.388 3.740 -11.602  0.07
144 H -26.230 13.294 -15.838  0.13
145 H -30.713 8.965 -14.240  0.09
146 H -23.237 2.530 -14.563  0.06
147 H -26.906 2.469 -7.680  0.10
148 H -20.619 -3.810 -14.879  0.13
149 H -26.587 1.501 -12.278  0.06
150 H -31.779 7.580 -18.293  0.08
151 H -18.583 5.432 -12.469  0.09
152 H -24.813 5.158 -8.358  0.11
153 H -25.090 2.480 -5.553  0.08
154 H -28.689 12.925 -15.439  0.07
155 H -22.533 11.877 -10.975  0.08
156 H -22.486 0.114 -13.703  0.07
157 H -20.472 -4.088 -12.461  0.07
158 H -22.714 4.422 -6.347  0.15
159 H -19.218 3.967 -11.764  0.08
160 H -22.121 1.889 -15.867  0.09
161 H -24.434 3.814 -4.550  0.08
162 H -19.367 0.750 -10.703  0.12
163 H -28.920 8.960 -14.280  0.07
164 H -27.589 6.135 -13.981  0.09
165 H -25.648 10.217 -12.188  0.05
166 H -31.470 6.858 -10.967  0.12
167 H -20.379 -0.534 -11.093  0.11
168 H -24.299 11.737 -10.932  0.08
169 H -27.132 3.837 -11.103  0.12
170 H -24.332 3.540 -7.928  0.11
171 H -25.003 11.456 -16.614  0.06
172 H -20.211 2.580 -14.376  0.14
173 H -29.549 0.720 -9.881  0.08
174 H -21.895 5.129 -12.545  0.11
175 H -23.823 7.398 -10.132  0.08
176 H -23.384 3.073 -16.193  0.06
177 H -27.353 6.429 -12.281  0.07
178 H -25.719 4.585 -18.186  0.13
179 H -29.420 8.769 -8.742  0.08
180 H -25.713 4.857 -10.870  0.10
181 H -25.726 1.934 -10.062  0.04
182 H -32.535 3.406 -10.301  0.09
183 H -17.961 3.920 -12.920  0.09
184 H -28.012 1.756 -13.539  0.08

## Properties
HOMO energy (alpha / beta) (eV): -10.346 / -10.346
⟨S²⟩: 0.75
2S+1: 2
HOMO-LUMO gap (alpha / beta) (eV): 8.54 / 2.79
Charge: +1

---

Below is C14H14ClN3O3 in the gas phase, with properties calculated with ωB97M-V with the def2-TZVPD basis set.

Last column: Löwdin charge in e.
Positions of all 35 atoms, in Å:
1 Cl 6.320 -0.113 -0.915  0.67
2 O -3.609 1.877 -1.657  0.13
3 O -1.770 0.787 -2.277  0.10
4 O -0.970 -3.276 -0.946  0.06
5 N -0.450 -0.049 0.306  -0.02
6 N -0.658 -2.597 1.201  0.19
7 N -0.409 -1.121 -0.556  0.12
8 C 4.195 1.400 -0.216  -0.10
9 C 4.665 0.121 -0.472  -0.68
10 C 2.497 -0.783 -0.018  -0.02
11 C -1.255 1.607 1.531  -0.03
12 C -3.354 -0.326 -0.845  -0.08
13 C 0.624 0.742 0.645  -0.17
14 C 3.818 -0.971 -0.375  -0.10
15 C 0.133 1.774 1.417  -0.02
16 C -0.699 -2.406 -0.150  -0.62
17 C 1.997 0.495 0.242  -0.15
18 C -2.813 0.810 -1.676  -0.54
19 C -1.602 0.483 0.824  -0.24
20 C 2.874 1.579 0.135  -0.02
21 C -2.954 -0.122 0.635  -0.10
22 H -3.671 0.550 1.109  0.12
23 H -3.010 -1.091 1.139  0.11
24 H -3.223 2.606 -2.167  0.14
25 H -0.685 -3.550 1.521  0.11
26 H -0.215 -1.918 1.796  0.10
27 H 4.191 -1.963 -0.574  0.11
28 H 0.712 2.551 1.873  0.10
29 H -0.582 -0.901 -1.534  0.15
30 H -1.930 2.240 2.073  0.11
31 H 1.859 -1.648 0.061  0.10
32 H 2.505 2.576 0.318  0.11
33 H -2.952 -1.264 -1.227  0.11
34 H 4.860 2.245 -0.298  0.11
35 H -4.440 -0.342 -0.923  0.12

## Properties
HOMO energy (eV): -7.893
Energy relative to the best compared isomer or geometry (same formula, charge and spin) (kJ/mol): 90.8
2S+1: 1
HOMO-LUMO gap (eV): 8.45
Structure (SMILES): NC(=O)Nn1c(CCC(=O)O)ccc1-c1ccc(Cl)cc1

---

Below is C4H3NO2S in the gas phase, with properties calculated with ωB97M-V with the def2-TZVPD basis set.

Last column: Löwdin charge in e.
Positions of all 11 atoms, in Å:
1 S 1.077 2.010 -0.218  1.10
2 O -1.315 1.889 0.955  0.05
3 O 2.750 0.235 -1.322  0.03
4 N 0.768 -0.558 -0.468  0.08
5 C -0.435 1.279 0.412  -0.64
6 C 1.686 0.413 -0.777  -0.75
7 C -0.409 -0.195 0.170  -0.32
8 C -1.418 -0.970 0.551  0.11
9 H 1.004 -1.536 -0.717  0.19
10 H -1.432 -2.046 0.387  0.08
11 H -2.274 -0.521 1.026  0.08

## Properties
HOMO energy (eV): -9.783
Energy relative to the best compared isomer or geometry (same formula, charge and spin) (kJ/mol): 0.0
2S+1: 1
HOMO-LUMO gap (eV): 9.43
Structure (SMILES): C=C1NC(=O)SC1=O

---

Number 1: E_tot -176694.9978 eV, largest force on an atom 0.084 Eh/bohr. Number 2: E_tot -99678.5921 eV, largest force on an atom 0.157 Eh/bohr. Number 3: E_tot -37881.5749 eV, largest force on an atom 0.014 Eh/bohr. Number 4: E_tot -20617.0550 eV, largest force on an atom 0.025 Eh/bohr.